# 1
Density functional theory data (ωB97M-V/def2-TZVPD) for a single H4N4O2 molecule in a non-equilibrium geometry.

As for the gap between HOMO and LUMO: 0.3350 Ha. Its SMILES is N/N=[N+](\[O-])NO. The LUMO energy is 1.042 eV.

CARTESIAN COORDINATES (ANGSTROEM)
O 1.606 0.417 -2.178
O 1.210 0.821 0.245
N -0.789 -0.335 0.127
N 0.334 0.100 -0.314
N 0.450 -0.111 -1.651
N -1.062 -0.412 1.405
H -2.095 -0.635 1.468
H 1.835 1.086 -1.393
H -0.884 0.321 2.115
H 0.103 -1.002 -1.975

# 2
Density functional theory data (ωB97M-V/def2-TZVPD) for a 5-piece molecular cluster, C3H14O4 overall in a non-equilibrium geometry.

As for the gap between HOMO and LUMO: 0.2878 Ha. The LUMO energy is -1.109 eV.

CARTESIAN COORDINATES (ANGSTROEM)
O -1.561 -0.912 0.140
O -1.515 0.682 -2.087
O -0.184 -0.704 2.324
O 0.834 -2.271 -0.798
C 1.873 1.747 0.317
C 1.118 0.512 -0.218
C 0.060 1.501 0.108
H 1.807 2.825 0.204
H -0.959 -0.687 1.737
H -2.470 -1.002 -0.110
H -0.272 1.564 1.060
H 1.067 -2.609 0.054
H 2.068 1.339 1.328
H -0.668 1.993 -0.598
H 1.230 -0.272 0.529
H -0.573 -0.928 3.202
H -0.073 -1.923 -0.593
H 0.983 0.027 -1.214
H -1.594 0.135 -1.106
H -2.359 0.986 -2.283
H 2.920 1.632 -0.077

# 3
Density functional theory data (ωB97M-V/def2-TZVPD) for a 9-piece molecular cluster, C33H61NO27P2 overall in a non-equilibrium geometry.

As for the gap between HOMO and LUMO: 0.3677 Ha. Its SMILES is CCOP(=O)(OCC)OCC.CCOP(=O)(OCC)OCC.O=C1OCCO1.O=C1OCCO1.O=C1OCCO1.O=C1OCCO1.O=C1OCCO1.O=C1OCCO1.CNC(C)=O. The LUMO energy is 0.551 eV.

CARTESIAN COORDINATES (ANGSTROEM)
P -4.144 2.905 -1.581
P 5.125 -3.505 -0.543
O -4.368 -0.145 -4.564
O -3.275 4.214 -1.290
O -3.503 1.809 -2.291
O -5.417 3.508 -2.279
O -0.852 -1.638 7.208
O 0.093 0.077 0.821
O 4.426 -4.767 -0.670
O 3.920 -2.081 4.477
O -4.212 -2.420 0.231
O 2.783 -0.308 5.265
O -0.635 -0.036 2.872
O -2.222 -1.427 0.409
O 6.193 -3.589 0.701
O -4.552 2.610 -0.089
O 4.353 -2.142 -0.293
O 2.775 2.456 -0.070
O -2.543 -3.113 -1.008
O -5.337 -1.032 -2.736
O 4.173 -1.417 6.614
O -1.568 1.369 1.395
O 0.052 1.806 -4.921
O 2.101 2.176 2.033
O -3.155 -0.993 -2.901
O 3.821 1.031 1.340
O 0.224 -2.189 5.317
O 5.870 -3.056 -1.858
O -1.993 -2.437 5.408
N 0.456 3.118 -3.194
C -1.243 1.819 0.034
C 7.499 -3.453 -3.544
C 3.574 -0.360 7.410
C -1.582 -2.713 4.023
C -0.254 0.719 -0.452
C 0.863 2.169 -4.093
C 2.397 0.040 6.616
C 2.920 -2.069 -0.285
C -0.076 -2.992 4.128
C -0.778 0.426 1.748
C -7.353 3.744 -3.532
C 3.685 -1.373 5.374
C -4.373 -0.745 -3.339
C -6.288 2.768 -3.175
C -0.688 4.013 -3.306
C -2.214 -0.271 -3.703
C 2.481 1.373 3.139
C 2.376 -2.994 0.791
C -4.840 -3.391 -0.600
C 2.900 1.918 0.984
C -3.188 6.600 -1.110
C -0.911 -2.099 6.078
C -5.371 1.286 0.101
C 3.531 0.346 2.558
C 8.040 -1.883 0.414
C 6.921 -2.471 1.228
C -2.950 -2.255 -0.085
C -5.199 0.677 1.442
C -3.720 -3.775 -1.579
C -3.644 5.288 -0.385
C -3.028 0.162 -4.893
C 2.207 1.554 -3.933
C 6.587 -4.114 -2.498
H -2.958 1.206 -5.110
H -2.800 -0.462 -5.772
H -0.408 5.030 -3.117
H -6.389 1.712 -0.091
H 7.179 -4.665 -1.761
H -5.117 -4.231 0.022
H 2.703 1.991 -3.089
H 4.365 0.439 7.530
H -5.767 -2.957 -0.952
H 6.205 -1.668 1.477
H -5.029 0.642 -0.680
H 1.020 3.209 -2.406
H 2.898 1.977 3.962
H -1.557 3.796 -2.607
H 2.611 -2.396 -1.249
H 2.052 0.446 -3.982
H 0.455 -2.483 3.326
H -2.102 1.859 -0.578
H -1.810 -1.889 3.343
H -3.479 7.471 -0.496
H 1.514 1.017 3.540
H 7.879 -1.567 -0.616
H -6.008 -0.080 1.415
H 8.591 -1.096 0.973
H 0.259 -4.027 4.343
H 5.917 -4.794 -3.028
H 2.883 -3.921 0.701
H -6.995 4.636 -4.031
H 8.792 -2.706 0.286
H -6.653 1.900 -2.665
H -1.483 -1.015 -3.994
H 2.568 -2.566 1.798
H -3.023 5.076 0.503
H 2.862 1.900 -4.791
H -4.214 0.121 1.540
H 7.958 -2.545 -3.232
H -4.729 5.392 -0.118
H 1.591 -0.625 6.897
H 4.366 0.390 3.229
H -5.687 2.389 -4.058
H 3.286 -0.702 8.410
H -2.063 6.602 -1.222
H -8.072 3.311 -4.284
H -1.054 4.036 -4.311
H 7.412 -2.817 2.165
H -1.879 0.538 -3.023
H 6.974 -3.135 -4.426
H -7.934 4.075 -2.611
H 3.269 -0.676 2.349
H -3.624 -4.860 -1.668
H -0.725 -0.006 -1.154
H 2.681 -0.997 -0.118
H 0.614 1.244 -0.917
H -3.828 -3.309 -2.602
H -5.386 1.418 2.263
H 1.266 -3.107 0.608
H -0.796 2.778 0.100
H -3.653 6.692 -2.054
H -2.164 -3.568 3.711
H 8.274 -4.190 -3.739
H 2.067 1.041 6.700

# 4
Density functional theory data (ωB97M-V/def2-TZVPD) for an isolated ion of composition C5H8N and charge +1 in a non-equilibrium geometry.

As for the gap between HOMO and LUMO: 0.3642 Ha. Its SMILES is C=[N+]1CC12CC2. The LUMO energy is -5.128 eV. Its net charge is +1.

CARTESIAN COORDINATES (ANGSTROEM)
N -1.049 -0.118 -0.136
C -0.975 1.308 0.146
C 0.299 0.188 -0.182
C 1.641 -0.051 -0.814
C 1.380 -0.258 0.676
C -1.823 -1.119 -0.019
H -1.381 -2.117 -0.287
H 1.397 -1.091 1.355
H 1.776 -0.887 -1.494
H 1.834 0.568 1.220
H -1.074 1.925 -0.751
H -2.921 -0.944 0.084
H 2.327 0.747 -0.882
H -1.433 1.850 1.084